Density functional theory data (ωB97M-V/def2-TZVPD) for an isolated molecule of C4H8N2O2.

Positions of all 16 atoms, in Å:
C -0.22 -1.30 0.13
C -1.18 0.54 -1.27
N -1.43 -0.54 -0.02
C 0.92 -0.39 -0.39
C 2.22 0.85 1.17
O -1.69 0.16 1.16
N 1.18 0.61 0.53
O 1.58 -0.68 -1.38
H -2.65 0.23 1.21
H -0.06 -1.59 1.17
H -0.28 -2.16 -0.54
H -1.08 -0.11 -2.14
H -0.51 1.41 -1.27
H -2.14 1.04 -1.30
H 2.24 1.72 1.81
H 3.10 0.20 1.13

Calculated values
net charge = 0
SMILES string = C=NC(=O)CN(C)O
2S+1 = 1

Density functional theory data (ωB97M-V/def2-TZVPD) for the ion C5H9N2 with charge +1.

Positions of all 16 atoms, in Å:
C -0.50 0.19 1.10
C 0.35 -0.75 -3.18
C 0.30 -0.31 -1.89
C -0.63 0.56 -1.42
C 0.88 0.01 2.94
N 0.48 0.68 1.73
N -0.94 0.83 -0.17
H -1.13 -0.46 1.56
H -0.44 -0.56 -3.85
H 0.99 -1.60 -3.46
H 1.05 -0.72 -1.09
H -1.26 1.09 -2.18
H -0.01 -0.23 3.52
H 1.42 -0.90 2.73
H 1.24 0.82 3.68
H -1.79 1.37 -0.03

Calculated values
net charge = +1
SMILES string = C=C/C=[NH+]\C=N\C
2S+1 = 1

Density functional theory data (ωB97M-V/def2-TZVPD) for a cluster of 3 separate species, C16H29BBrN2O12 in total.

Positions of all 61 atoms, in Å:
C 1.87 -0.10 -1.00
C 1.12 1.40 -1.07
O 1.51 2.27 -0.14
N 0.14 1.60 -2.19
C 0.79 1.74 -3.54
B -0.92 2.64 -1.91
C -2.00 2.53 -3.19
O -3.39 2.81 -2.80
N -4.27 2.17 -3.60
O -4.08 2.51 -4.76
C -0.38 4.20 -1.88
C -1.53 5.34 -2.10
O -2.68 5.44 -1.42
O -1.32 6.35 -3.18
C -1.70 2.25 -0.49
C -2.43 0.78 -0.51
O -3.78 0.77 -0.37
Br -1.55 -1.00 -0.76
H 1.61 -0.52 0.08
H 1.39 -0.85 -1.76
H 3.04 -0.02 -1.07
H 0.22 0.98 -4.27
H 0.68 2.80 -4.04
H 1.93 1.39 -3.57
H -1.98 1.39 -3.53
H -1.62 3.23 -4.07
H 0.05 4.37 -0.78
H 0.50 4.43 -2.61
H -1.09 7.25 -2.76
H -2.56 3.07 -0.34
H -1.03 2.32 0.46
C 4.29 -6.08 -0.96
C 3.21 -5.90 -2.01
O 1.90 -6.04 -1.42
C 1.47 -4.98 -0.70
O 2.09 -3.93 -0.52
O 0.25 -5.27 -0.20
C -0.27 -4.27 0.68
H 4.17 -7.03 -0.43
H 5.28 -6.06 -1.42
H 4.26 -5.29 -0.20
H 3.30 -6.69 -2.76
H 3.30 -4.95 -2.53
H -0.28 -3.29 0.20
H 0.31 -4.25 1.60
H -1.30 -4.55 0.93
C -1.20 -0.98 6.69
C -2.08 -0.07 5.85
O -1.33 1.03 5.33
C -0.52 0.75 4.28
O -0.39 -0.34 3.75
O 0.14 1.88 3.93
C 1.11 1.69 2.91
H -0.69 -0.41 7.47
H -1.79 -1.77 7.15
H -0.42 -1.45 6.08
H -2.87 0.35 6.49
H -2.58 -0.62 5.04
H 0.67 1.22 2.03
H 1.94 1.10 3.29
H 1.49 2.68 2.61

Calculated values
net charge = -1
2S+1 = 1

Sequential largest force on an atom output: 4.0 4.9 9.0 eV Å⁻¹
Sequential Kohn-Sham gap output: 9.4 8.6 8.0 eV
Sequential relative energy (zero: lowest compared OMol25 entry of this formula, charge and spin) output: 490.32 388.53 616.54 kJ/mol